{
  "formula": "C45H85BCl44NO2",
  "method": "wB97M-V/def2-TZVPD",
  "symbols": ["C", "C", "C", "C", "C", "C", "C", "C", "C", "C", "N", "B", "C", "O", "C", "C", "O", "C", "C", "C", "C", "C", "C", "C", "C", "C", "C", "H", "H", "H", "H", "H", "H", "H", "H", "H", "H", "H", "H", "H", "H", "H", "H", "H", "H", "H", "H", "H", "H", "H", "H", "H", "H", "H", "H", "H", "H", "H", "H", "H", "H", "H", "H", "H", "H", "H", "H", "H", "C", "Cl", "Cl", "H", "H", "C", "Cl", "Cl", "H", "H", "C", "Cl", "Cl", "H", "H", "C", "Cl", "Cl", "H", "H", "C", "Cl", "Cl", "H", "H", "C", "Cl", "Cl", "H", "H", "C", "Cl", "Cl", "H", "H", "C", "Cl", "Cl", "H", "H", "C", "Cl", "Cl", "H", "H", "C", "Cl", "Cl", "H", "H", "C", "Cl", "Cl", "H", "H", "C", "Cl", "Cl", "H", "H", "C", "Cl", "Cl", "H", "H", "C", "Cl", "Cl", "H", "H", "C", "Cl", "Cl", "H", "H", "C", "Cl", "Cl", "H", "H", "C", "Cl", "Cl", "H", "H", "C", "Cl", "Cl", "H", "H", "C", "Cl", "Cl", "H", "H", "C", "Cl", "Cl", "H", "H", "C", "Cl", "Cl", "H", "H", "C", "Cl", "Cl", "H", "H"],
  "xyz": [[-4.933883, -2.189513, 2.599241], [-4.556462, -0.687242, 3.137236], [-3.856317, 0.294577, 2.026567], [-2.592119, -0.369289, 1.213554], [-3.021502, -0.943827, -0.297006], [-2.546708, 0.062857, -1.505602], [-2.953655, -0.282532, -3.057469], [-1.558199, 0.095037, -3.889362], [-2.103505, 0.502752, -5.380461], [-2.630018, 2.047759, -5.532071], [-0.924689, 1.135811, -2.993023], [0.319473, 1.881209, -3.439942], [1.559314, 1.277572, -4.335710], [0.451805, 3.320567, -3.017940], [-0.978917, 0.573772, -1.570022], [0.208280, -0.434889, -1.059310], [0.633592, -0.164467, 0.353490], [1.777624, 0.759995, 0.385787], [1.467043, 2.400165, 0.279526], [2.662016, 3.524904, 0.308932], [2.203832, 5.112851, 0.194791], [4.206784, 2.984499, 0.417199], [4.525574, 1.347082, 0.533584], [3.311630, 0.196813, 0.523499], [3.770643, -1.369204, 0.680313], [2.863944, -2.448016, -0.157896], [3.857552, -1.751475, 2.301048], [-6.109446, -2.243162, 2.477429], [-4.438049, -2.494718, 1.583933], [-4.555115, -2.979871, 3.402502], [-3.795447, -0.807199, 4.047254], [-5.563197, -0.207885, 3.551308], [-3.437658, 1.251679, 2.593800], [-4.695727, 0.686483, 1.279218], [-1.774732, 0.490615, 1.117954], [-2.130387, -1.258383, 1.838161], [-4.208106, -0.981483, -0.281090], [-2.588102, -2.015585, -0.483617], [-3.156219, 1.044791, -1.254803], [-3.838229, 0.446193, -3.385054], [-3.349414, -1.383599, -3.108156], [-0.995816, -0.925823, -4.039731], [-3.043746, -0.193350, -5.607193], [-1.278031, 0.309110, -6.191584], [-2.965556, 2.562099, -4.536001], [-1.722729, 2.664770, -6.002463], [-3.548326, 2.063462, -6.279345], [-1.635172, 1.921756, -2.924706], [1.683958, 0.120133, -4.176799], [2.541783, 1.886206, -4.037287], [1.342497, 1.570487, -5.469981], [-0.163161, 3.506258, -2.239101], [-1.047381, 1.586398, -0.944338], [1.182743, -0.427960, -1.712652], [-0.191968, -1.558900, -1.093074], [0.357780, 2.785407, 0.213048], [3.093576, 5.797866, -0.153953], [1.326190, 5.125028, -0.614186], [1.692315, 5.487884, 1.202985], [5.067384, 3.806997, 0.419765], [5.647527, 1.015927, 0.624589], [4.871799, -1.438304, 0.224521], [2.986446, -2.312343, -1.336880], [1.742887, -2.520202, 0.170025], [3.336528, -3.521197, 0.066182], [2.745126, -1.693532, 2.723818], [4.441030, -0.873313, 2.828702], [4.350916, -2.802974, 2.495883], [1.586974, -3.025284, 5.508273], [2.931396, -4.052741, 4.996461], [0.684465, -2.417720, 4.114956], [0.914021, -3.609099, 6.141030], [1.982085, -2.177626, 6.073393], [1.813292, 7.204329, -2.559488], [1.654328, 8.250647, -1.143496], [2.633326, 8.043561, -3.881691], [2.393750, 6.320130, -2.284993], [0.817262, 6.902964, -2.892809], [-1.480948, 6.427164, 2.420616], [-0.350446, 7.465898, 1.544213], [-0.735769, 4.876518, 2.827050], [-1.783401, 6.929182, 3.342888], [-2.357769, 6.247153, 1.793893], [2.949820, 7.304756, -7.802856], [2.023485, 8.444379, -8.786854], [2.745458, 5.648480, -8.385929], [4.008451, 7.571174, -7.851931], [2.602180, 7.363299, -6.768584], [1.067128, -5.688688, -1.399768], [1.577555, -5.777507, 0.290398], [0.589747, -4.043038, -1.834429], [1.897489, -5.998821, -2.038834], [0.216141, -6.357446, -1.550051], [5.165996, -5.932161, 1.816371], [6.296499, -4.893427, 0.939968], [5.911176, -7.482808, 2.222805], [4.863543, -5.430143, 2.738643], [4.289175, -6.112173, 1.189648], [-2.230169, 5.791043, 6.680451], [-0.885747, 4.763585, 6.168640], [-3.132678, 6.398606, 5.287135], [-2.903122, 5.207228, 7.313210], [-1.835058, 6.638700, 7.245572], [5.145300, 0.438416, -6.258931], [5.023572, 0.166367, -4.516445], [3.804667, -0.329678, -7.117837], [5.123166, 1.513476, -6.453462], [6.086864, 0.017464, -6.619839], [-5.783996, -3.434255, -1.313211], [-5.278675, -4.641172, -0.124477], [-6.287318, -1.935113, -0.523130], [-4.946073, -3.220437, -1.981233], [-6.623022, -3.831868, -1.889352], [3.556402, 11.709948, -9.840465], [4.066830, 11.621129, -8.150298], [3.079021, 13.355598, -10.275126], [4.386764, 11.399815, -10.479530], [2.705416, 11.041189, -9.990747], [2.207504, 2.677735, 7.019760], [2.066306, 3.403737, 8.625397], [2.371332, 0.920923, 7.128191], [1.311631, 2.916528, 6.441422], [3.089016, 3.087141, 6.520436], [-0.893587, 2.280114, 10.446451], [-1.626221, 0.840574, 11.164826], [-2.120034, 3.316337, 9.706820], [-0.375929, 2.842962, 11.227040], [-0.179478, 1.970817, 9.679390], [-7.503448, -8.029345, -0.206381], [-8.429783, -6.889722, -1.190378], [-7.707810, -9.685620, -0.789453], [-6.444818, -7.762927, -0.255455], [-7.851088, -7.970801, 0.827891], [-1.676808, -0.346911, 7.496452], [-3.054862, -1.048243, 6.639603], [-1.084717, 1.100367, 6.671950], [-1.987161, -0.077697, 8.509018], [-0.872436, -1.085146, 7.541091], [-10.674922, -8.441917, 1.946124], [-9.623644, -7.292598, 2.782167], [-12.225780, -7.701024, 1.532721], [-10.182297, -8.771873, 1.028225], [-10.853293, -9.300372, 2.598226], [4.552668, -7.245697, 7.328080], [4.035005, -7.685922, 5.696114], [3.680858, -5.822060, 7.909626], [4.355789, -8.083264, 8.001732], [5.623095, -7.026588, 7.314840], [2.483980, -9.239566, 1.305082], [2.325015, -8.193249, 2.721074], [3.304013, -8.400335, -0.017121], [3.064436, -10.123765, 1.579577], [1.487949, -9.540931, 0.971761], [-9.406898, -1.796541, 1.647038], [-9.548095, -1.070538, 3.252676], [-9.243070, -3.553353, 1.755470], [-10.302771, -1.557748, 1.068700], [-8.525386, -1.387134, 1.147715], [0.266997, -9.818550, -2.578436], [0.108033, -8.772232, -1.162443], [1.087031, -8.979318, -3.900638], [0.847455, -10.702748, -2.303940], [-0.729033, -10.119915, -2.911756], [5.511477, 2.331875, -9.824618], [5.370278, 3.057878, -8.218981], [5.675303, 0.575063, -9.716188], [4.615604, 2.570667, -10.402956], [6.392988, 2.741280, -10.323943], [5.955265, 11.774362, -13.078438], [4.310108, 12.355886, -13.361942], [5.979600, 10.513428, -11.839715], [6.353484, 11.365461, -14.010268], [6.576052, 12.610424, -12.747343], [1.817317, -1.409072, 12.116799], [0.439263, -2.110404, 11.259951], [2.409408, 0.038205, 11.292298], [1.506963, -1.139858, 13.129366], [2.621690, -2.147308, 12.161439]],
  "atomic_forces_ev_per_a": [[-0.101, -0.140, 0.436], [0.356, -0.200, 0.335], [-0.236, 0.468, 0.300], [0.060, 0.247, -0.128], [0.169, 0.312, 0.222], [-1.148, 1.067, 0.405], [0.187, 0.554, 1.306], [-3.534, -2.777, -1.692], [-0.175, 0.429, -0.303], [0.645, 0.038, -0.750], [-1.174, 0.074, -0.394], [3.311, 3.185, -0.100], [-0.282, 0.782, 0.063], [-1.995, -4.023, 0.475], [-1.197, 1.101, 2.665], [0.369, -1.069, -0.264], [1.436, 1.640, -2.189], [2.614, 2.635, 0.031], [3.660, -1.065, 0.344], [0.393, -3.893, 0.126], [-0.555, -1.274, -0.107], [-3.058, -2.373, 0.058], [-3.835, 1.828, -0.337], [-0.306, 3.782, -0.365], [0.324, 0.118, -0.016], [0.922, -0.756, 0.085], [-0.854, 1.074, -0.472], [2.504, -0.221, 0.228], [-0.892, 0.778, 1.968], [-1.078, 1.617, -1.725], [-1.713, 0.414, -2.046], [2.335, -0.818, -0.852], [-0.996, -2.008, -1.143], [1.817, -0.838, 1.360], [-1.593, -2.068, 0.141], [-0.884, 1.904, -1.236], [2.869, 0.022, -0.397], [-0.832, 1.900, 0.389], [1.303, -1.704, -0.432], [1.986, -1.645, 0.563], [1.139, 2.055, -0.372], [-0.297, 2.434, 0.819], [2.354, 1.262, 0.619], [-1.658, 0.337, 1.585], [0.551, -1.030, -1.768], [-2.213, -1.076, 1.086], [2.058, 0.115, 1.615], [0.587, -1.160, -0.344], [-0.071, 2.308, -0.636], [-2.151, -1.568, -0.587], [0.502, -0.947, 2.224], [1.156, -0.088, -1.456], [0.928, -2.493, -0.841], [-1.978, 0.275, 0.966], [0.712, 2.588, 0.289], [2.368, -0.939, 0.298], [-1.845, -1.427, 0.859], [2.008, 0.127, 1.664], [1.452, -0.829, -2.173], [-1.964, -2.197, 0.020], [-2.517, 0.617, -0.211], [-2.385, 0.282, 1.008], [-0.448, -0.043, 2.597], [2.273, 0.436, -0.616], [-0.994, 2.333, -0.445], [2.545, -0.393, -0.892], [-0.946, -1.968, -0.980], [-1.032, 2.222, -0.486], [-0.009, 0.049, 0.336], [-0.036, 0.017, 0.040], [-0.275, 0.067, 0.123], [0.165, 0.056, -0.275], [-0.032, -0.168, -0.266], [-0.110, -0.302, 0.009], [0.007, -0.050, -0.086], [-0.005, -0.070, -0.076], [-0.074, 0.328, -0.095], [0.237, 0.201, 0.057], [-0.301, 0.235, 0.077], [-0.124, 0.041, -0.047], [-0.074, -0.097, -0.233], [0.297, -0.202, -0.356], [0.301, -0.005, 0.098], [0.215, 0.226, 0.295], [0.008, 0.007, 0.070], [0.040, -0.076, 0.087], [-0.296, -0.088, -0.113], [-0.017, -0.053, -0.328], [0.064, -0.413, -0.058], [-0.427, 0.239, -0.031], [-0.227, 0.045, -0.351], [-0.165, 0.162, 0.178], [0.273, 0.445, 0.088], [-0.373, -0.014, 0.162], [-0.062, 0.144, -0.053], [-0.033, 0.063, 0.062], [0.185, -0.137, -0.175], [0.311, -0.024, 0.100], [0.038, -0.032, 0.513], [-0.017, 0.059, 0.278], [-0.286, 0.044, 0.253], [0.163, 0.075, -0.292], [-0.053, -0.203, -0.272], [0.270, 0.195, -0.067], [0.101, -0.005, 0.147], [-0.146, -0.018, 0.105], [-0.112, -0.567, 0.203], [-0.303, 0.014, 0.111], [-0.030, -0.261, -0.307], [0.023, -0.023, -0.153], [-0.545, -0.010, -0.294], [-0.134, 0.001, 0.279], [0.144, 0.105, 0.276], [-0.107, -0.205, -0.278], [0.057, -0.128, 0.049], [-0.074, 0.005, 0.048], [-0.407, 0.286, 0.422], [0.166, 0.252, 0.147], [-0.011, 0.154, -0.353], [0.002, 0.095, -0.058], [0.132, -0.011, -0.050], [0.150, -0.144, 0.255], [-0.173, -0.167, 0.243], [0.442, 0.034, -0.006], [0.041, 0.014, 0.037], [0.019, 0.086, -0.042], [-0.245, -0.149, -0.165], [-0.275, 0.044, 0.143], [0.283, 0.102, 0.298], [0.006, 0.103, 0.080], [0.037, -0.046, 0.077], [-0.299, -0.078, -0.109], [0.002, 0.005, -0.312], [0.164, -0.177, 0.342], [0.029, -0.082, 0.124], [-0.072, 0.085, 0.040], [0.001, 0.006, -0.311], [-0.193, 0.202, -0.125], [-0.064, -0.365, -0.139], [0.134, -0.019, 0.049], [0.060, -0.113, -0.031], [-0.145, 0.180, 0.174], [0.016, 0.325, -0.095], [0.251, -0.198, 0.186], [0.098, -0.074, -0.005], [0.082, -0.057, 0.224], [-0.067, 0.249, -0.221], [-0.326, 0.037, -0.077], [-0.062, -0.347, 0.029], [-0.106, -0.053, 0.088], [0.309, -0.569, -0.186], [-0.025, 0.345, -0.041], [0.275, 0.222, 0.082], [-0.024, 0.152, -0.278], [0.027, 0.105, -0.059], [0.040, 0.013, -0.155], [0.178, -0.131, 0.249], [-0.181, -0.170, 0.230], [-0.097, -0.423, -0.163], [-0.322, -0.329, 0.068], [-0.026, -0.058, 0.009], [-0.056, 0.334, -0.032], [0.254, 0.207, 0.091], [0.028, 0.074, -0.449], [0.039, 0.433, -0.259], [0.137, 0.097, -0.278], [0.178, -0.111, 0.267], [-0.182, -0.137, 0.260], [0.232, 0.275, -0.342], [0.138, -0.013, -0.141], [0.448, -0.254, -0.204], [-0.189, 0.005, 0.291], [-0.245, -0.233, 0.027], [0.140, -0.120, 0.331], [0.028, -0.158, 0.049], [0.053, 0.042, 0.023], [-0.011, 0.000, -0.340], [-0.225, 0.213, -0.142]],
  "mulliken_charge": [-0.0845, -0.0116, -0.5367, -0.0835, 0.6000, -0.2535, -0.8433, 0.2772, -0.6648, -0.8486, -0.3532, 0.4973, -0.6100, -0.4037, 0.7057, -0.0376, -0.2092, -0.3641, 0.1622, 0.1049, -0.5049, -0.7446, -0.7883, 0.5273, 0.1472, -0.2843, -0.4648, 0.0060, -0.1963, 0.2614, -0.2675, 0.3757, 0.2385, 0.2205, -0.1051, 0.2530, -0.7656, 0.4140, 0.1631, 0.2082, 0.2543, 0.2807, 0.3662, 0.3758, 0.2205, 0.2274, 0.3277, 0.5793, 0.2739, 0.2380, 0.3005, 0.2131, -0.1961, 0.1463, -0.7407, 0.4257, 0.4253, -0.0358, 0.0736, 0.2434, 0.2879, 0.3110, 0.2469, -0.0851, 0.0395, -0.0716, 0.3233, 0.1140, -0.4117, -0.0483, 0.0160, 0.3729, 0.1124, -0.0047, -0.1427, -0.1720, 0.1106, 0.1950, -0.2475, -0.1227, -0.0723, 0.0946, 0.3291, 0.0736, -0.1508, -0.1522, 0.2560, -0.0168, -0.5042, -0.0770, -0.0249, 0.2742, 0.3104, 0.6266, -0.1823, -0.1512, -0.0102, -0.3217, -0.2783, -0.0173, -0.1838, 0.1739, 0.3271, -0.1515, -0.1236, -0.1478, 0.0208, 0.3793, -0.0957, -0.1606, -0.1010, 0.0435, 0.3701, 0.6608, -0.1652, -0.1623, -0.4855, 0.1647, -0.0706, -0.1363, -0.0838, -0.1223, 0.3881, -0.0366, -0.1474, -0.1262, 0.3562, -0.0644, -0.0149, -0.1398, -0.1672, 0.2335, 0.0830, -0.0838, -0.1716, 0.0087, 0.0655, 0.2069, -0.0426, -0.1488, -0.1562, 0.0450, 0.3137, -0.3901, -0.0566, -0.1257, 0.2950, 0.2800, -0.3055, -0.1007, -0.0995, 0.3201, 0.2202, -0.1257, -0.1604, -0.0826, 0.3531, -0.0004, -0.2984, -0.1092, -0.1489, 0.2536, 0.3333, -0.2445, -0.1392, -0.1451, 0.2625, 0.3014, -0.2618, -0.1227, -0.1877, 0.2980, 0.2608, -0.3114, -0.1385, -0.1128, 0.2685, 0.3053],
  "charge": 1,
  "e_homo_ev": -10.110,
  "lumo_energy_ha": -0.0973
}